Entry 1:
# C12H23F3N3O5S

2 unconnected molecules or ions with the total composition C12H23F3N3O5S (ωB97M-V with the def2-TZVPD basis set, the Open Molecules 2025 dataset).

As for the total charge: +1. As for the multiplicity: 1.

Atoms and positions in Å:
1 C -2.63 5.10 -0.92
2 C -4.05 4.72 -0.48
3 C -4.03 3.61 0.53
4 O -3.89 3.79 1.71
5 O -4.21 2.35 -0.01
6 C -3.35 1.37 0.53
7 C -1.93 1.56 0.05
8 N -1.91 1.69 -1.41
9 C -0.91 1.36 -2.16
10 N -0.99 1.48 -3.54
11 N 0.26 0.87 -1.65
12 C 1.08 1.82 -0.86
13 O 2.07 1.14 -0.15
14 C 1.65 0.39 0.91
15 F 0.73 1.04 1.65
16 F 2.72 0.13 1.67
17 F 1.10 -0.78 0.51
18 H -2.55 6.17 -1.01
19 H -1.88 4.73 -0.24
20 H -2.43 4.68 -1.90
21 H -4.65 4.44 -1.34
22 H -4.52 5.57 0.00
23 H -3.71 0.38 0.27
24 H -3.33 1.43 1.61
25 H -1.28 0.77 0.38
26 H -1.57 2.49 0.49
27 H -2.75 2.04 -1.83
28 H -0.93 0.55 -3.95
29 H -1.89 1.84 -3.83
30 H 0.82 0.58 -2.44
31 H 1.62 2.48 -1.54
32 H 0.47 2.45 -0.23
33 C 4.02 -4.12 1.92
34 C 2.71 -3.58 1.34
35 C 2.24 -4.56 0.26
36 S 2.89 -6.17 0.73
37 O 3.84 -6.59 -0.26
38 O 1.80 -7.02 1.13
39 C 3.77 -5.61 2.18
40 H 4.31 -3.60 2.83
41 H 4.83 -4.01 1.19
42 H 1.96 -3.51 2.13
43 H 2.84 -2.58 0.92
44 H 1.16 -4.62 0.20
45 H 2.66 -4.32 -0.72
46 H 4.68 -6.19 2.30
47 H 3.12 -5.75 3.04

Here are the Löwdin charges for atoms 1 to 6, given in e: -0.063 -0.124 -0.475 0.161 -0.006 -0.146



Entry 2:
# C4H10N4

C4H10N4 in the gas phase (ωB97M-V with the def2-TZVPD basis set, the Open Molecules 2025 dataset).

Its SMILES is [H]/N=C(\N)CCN/C=N/[H]. As for the multiplicity: 1.

Atoms and positions in Å:
1 C -1.05 -1.58 0.14
2 C 0.20 -1.02 0.72
3 C -0.15 0.61 1.16
4 C 1.36 1.79 -0.45
5 H -0.52 -0.37 -1.46
6 H -2.35 -0.86 -1.58
7 H -2.35 -3.04 -0.20
8 H 1.18 -1.05 -0.02
9 H 0.87 -1.50 1.68
10 H -1.14 0.81 0.66
11 H -0.31 0.66 2.19
12 H 1.45 2.18 1.39
13 H 2.00 2.73 -0.38
14 H 1.69 1.71 -2.32
15 N -1.27 -1.01 -1.24
16 N -1.67 -2.75 0.55
17 N 0.80 1.65 0.83
18 N 1.26 1.04 -1.66

Here are the Löwdin charges for atoms 1 to 6, given in e: -0.461 -0.140 -0.162 -0.230 -0.003 0.158



Entry 3:
# C6H5ClS

C6H5ClS in the gas phase (ωB97M-V with the def2-TZVPD basis set, the Open Molecules 2025 dataset).

Its SMILES is ClC=C1C=CSC=C1. As for the multiplicity: 1.

Atoms and positions in Å:
1 C 1.72 0.84 0.03
2 C 0.53 0.38 0.15
3 C 0.12 -1.09 0.14
4 C -1.16 -1.37 0.00
5 C -1.83 1.19 -0.02
6 C -0.44 1.45 0.01
7 H 1.95 1.86 -0.19
8 H 0.86 -1.87 0.12
9 H -1.64 -2.41 -0.11
10 H -2.38 2.15 0.32
11 H -0.14 2.42 -0.21
12 S -2.68 -0.32 -0.06
13 Cl 2.98 -0.32 -0.05

Here are the Löwdin charges for atoms 1 to 6, given in e: -0.544 -0.362 -0.105 -0.359 -0.453 -0.117



Entry 4:
# C3H6O2

A molecular structure, C3H6O2 (ωB97M-V with the def2-TZVPD basis set, the Open Molecules 2025 dataset).

As for the multiplicity: 1.

Atoms and positions in Å:
1 O -0.18 -1.75 0.00
2 C 0.78 -0.75 0.27
3 C 0.30 0.51 -0.40
4 C -1.02 0.99 0.16
5 O -1.58 1.98 -0.47
6 H 0.00 -2.51 0.57
7 H 1.77 -1.04 -0.12
8 H 0.89 -0.58 1.35
9 H 0.15 0.34 -1.48
10 H 1.02 1.33 -0.30
11 H -2.14 1.48 0.41

Here are the Löwdin charges for atoms 1 to 6, given in e: -0.070 -0.296 -0.177 -0.154 -0.015 0.090



Values for HOMO energy, eV, ordered as above
-12.011, -8.757, -7.666, -8.573
Values for energy, eV, ordered as above
-46506.2515, -10266.9472, -29658.2145, -7298.9649
Values for largest force on an atom, eV Å⁻¹, ordered as above
1.2, 6.5, 6.2, 0.6